Density functional theory data (ωB97M-V/def2-TZVPD) for a molecular structure, C53H45Cl2F9N3O4P2Pt in a non-equilibrium geometry.

E_tot: -139675.5521 eV
expectation value of S²: 2.01
Kohn-Sham gap (spin up / spin down): 7.3 / 4.9 eV

Geometry as ORCA input:
```
! RIJCOSX wB97M-V def2-TZVPD def2/J DEFGRID3
* xyz 1 3
Pt -1.01 -0.25 1.23
O -2.96 -0.31 4.79
C -2.36 -0.87 3.90
O -1.28 -0.44 3.38
C -2.91 -2.25 3.42
P -3.19 -2.55 1.63
C -3.98 -1.01 1.00
C -4.80 -0.29 1.88
C -5.63 0.71 1.40
C -5.68 0.98 0.05
C -4.89 0.26 -0.84
C -4.05 -0.74 -0.36
C -1.54 -2.74 0.85
C -0.39 -2.97 1.63
C 0.76 -3.48 1.05
C 0.80 -3.79 -0.29
C -0.34 -3.60 -1.07
C -1.49 -3.10 -0.51
H -3.88 -2.40 3.92
H -2.25 -3.04 3.79
H -4.81 -0.52 2.94
H -6.25 1.26 2.10
H -6.36 1.73 -0.33
H -4.95 0.45 -1.90
H -3.46 -1.30 -1.07
H -0.40 -2.82 2.70
H 1.63 -3.67 1.67
H 1.69 -4.21 -0.73
H -0.33 -3.87 -2.12
H -2.39 -3.04 -1.11
N -0.58 2.41 2.96
C -0.66 3.45 1.92
C -1.98 3.23 1.15
N -2.60 2.03 1.68
C -3.01 2.30 3.05
C -1.72 2.50 3.89
H 0.32 2.43 3.44
H -0.68 1.48 2.45
H 0.19 3.32 1.24
H -0.61 4.44 2.38
H -1.77 3.09 0.09
H -2.64 4.11 1.25
H -3.42 1.77 1.12
H -3.57 1.46 3.45
H -3.64 3.20 3.11
H -1.65 1.70 4.63
H -1.71 3.47 4.39
Cl -0.49 -2.57 -4.73
C -1.84 -2.09 -5.69
C -2.45 -3.04 -6.49
C -3.60 -2.71 -7.19
C -4.15 -1.44 -7.08
C -3.52 -0.50 -6.29
Cl -4.22 1.08 -6.15
C -2.33 -0.78 -5.59
N -1.77 0.20 -4.79
C -0.43 0.52 -4.66
C 0.50 0.12 -5.63
C 1.83 0.46 -5.53
C 2.27 1.22 -4.46
C 1.35 1.66 -3.51
C 0.01 1.32 -3.60
C -0.93 1.85 -2.55
C -0.59 1.25 -1.18
O -1.29 0.26 -0.85
O 0.30 1.74 -0.47
H -2.04 -4.03 -6.54
H -4.07 -3.45 -7.82
H -5.05 -1.19 -7.61
H -2.43 0.94 -4.57
H 0.15 -0.43 -6.50
H 2.52 0.15 -6.29
H 3.31 1.50 -4.38
H 1.68 2.27 -2.69
H -1.96 1.59 -2.76
H -0.82 2.94 -2.48
F 3.65 -4.88 5.31
C 4.05 -3.61 5.51
F 5.38 -3.61 5.47
F 3.69 -3.29 6.76
C 3.44 -2.69 4.48
C 2.23 -2.07 4.73
C 1.67 -1.26 3.76
C 2.30 -1.07 2.53
C 3.51 -1.71 2.29
C 4.09 -2.51 3.27
P 1.49 0.06 1.32
C 2.32 -0.37 -0.24
C 1.56 -1.00 -1.22
C 2.14 -1.41 -2.40
C 3.50 -1.22 -2.60
C 4.27 -0.58 -1.63
C 3.68 -0.15 -0.46
C 4.16 -1.73 -3.85
F 3.29 -2.14 -4.77
F 4.93 -0.79 -4.43
F 4.97 -2.77 -3.58
C 2.32 1.62 1.81
C 2.63 2.57 0.85
C 3.09 3.82 1.22
C 3.26 4.12 2.57
C 3.01 3.15 3.54
C 2.53 1.91 3.16
C 3.63 5.51 2.99
F 4.42 5.55 4.07
F 2.51 6.21 3.31
F 4.24 6.21 2.03
H 1.73 -2.22 5.68
H 0.71 -0.79 3.94
H 4.02 -1.60 1.35
H 5.03 -2.99 3.08
H 0.50 -1.15 -1.06
H 1.54 -1.88 -3.17
H 5.33 -0.44 -1.80
H 4.28 0.37 0.28
H 2.49 2.34 -0.19
H 3.32 4.57 0.48
H 3.20 3.38 4.58
H 2.35 1.16 3.92
*
```